ORCA calculation (the ωB97M-V functional and the def2-TZVPD basis) on the molecule C3H7NO.

Output
lowest unoccupied orbital energy	0.9	eV
largest force on an atom	4.945	eV/A
electronic energy	-6760.55095	eV
SMILES string	[H]/N=C(\C)CO
frontier orbital gap	10.8379	eV
charge	0
energy relative to the best compared isomer or geometry (same formula, charge and spin)	212.2	kJ/mol

```
12
Properties=species:S:1:pos:R:3:mulliken_charge:R:1
C -0.05 -0.37 -0.19 0.794
C -1.45 0.24 0.02 -1.254
C 1.06 0.63 -0.02 -0.542
N 0.23 -1.57 0.08 -0.647
O 2.36 0.19 0.04 -0.500
H -1.47 1.21 0.34 0.379
H -2.21 0.26 -0.90 0.271
H -2.07 -0.29 0.68 0.374
H 2.32 -0.65 -0.48 0.347
H 0.82 1.42 -0.81 0.264
H 0.95 1.14 0.93 0.282
H -0.51 -2.20 0.30 0.233
```

ORCA calculation (the ωB97M-V functional and the def2-TZVPD basis) on the molecule C4H11O2P.

Output
lowest unoccupied orbital energy	0.7	eV
largest force on an atom	7.187	eV/A
electronic energy	-17708.82254	eV
SMILES string	CC(C)(C)O[PH2]=O
frontier orbital gap	11.0604	eV
charge	0
energy relative to the best compared isomer or geometry (same formula, charge and spin)	102.1	kJ/mol

```
18
Properties=species:S:1:pos:R:3:mulliken_charge:R:1
C -0.35 -0.96 1.12 -1.590
C 1.11 -1.40 -0.81 -1.532
C 1.35 0.86 0.30 -1.770
C 0.35 -0.21 0.02 1.729
O -2.80 1.67 -1.67 -0.583
O -0.58 0.29 -0.87 -0.489
P -1.97 1.37 -0.51 0.524
H -0.74 -0.29 1.90 0.359
H -1.06 -1.58 0.40 0.395
H 0.30 -1.65 1.69 0.409
H 2.15 -1.14 -1.01 0.359
H 0.49 -1.60 -1.63 0.380
H 1.18 -2.16 -0.14 0.446
H 2.24 0.54 0.53 0.563
H 1.22 1.53 -0.66 0.353
H 1.00 1.61 1.05 0.313
H -2.49 0.52 0.41 0.059
H -1.39 2.59 -0.12 0.074
```

ORCA calculation (the ωB97M-V functional and the def2-TZVPD basis) on C38H46Br2N2O2SeW as an isolated structure.

Output
spin multiplicity	3
lowest unoccupied orbital energy (spin up / spin down)	-7.1 / -7.4	eV
largest force on an atom	1.650	eV/A
electronic energy	-254472.78712	eV
frontier orbital gap (spin up / spin down)	6.4824 / 6.2343	eV
charge	+2

```
92
Properties=species:S:1:pos:R:3:mulliken_charge:R:1
W -1.30 0.63 -1.87 0.218
C 3.39 4.43 3.32 -2.064
C 3.42 3.04 2.68 1.880
C 3.48 1.99 3.80 -1.600
C 4.67 2.93 1.80 -1.615
C 2.18 2.77 1.83 -0.794
C 2.09 1.58 1.10 -0.465
C 0.95 1.34 0.36 0.083
Se 0.94 -0.17 -0.84 0.019
C 0.05 -1.67 -0.02 -0.021
C 0.81 -2.67 0.55 -0.431
C 0.18 -3.83 0.99 -0.792
C -1.20 -3.92 0.84 0.242
C -2.00 -2.93 0.26 -0.809
C -1.33 -1.79 -0.19 0.957
O -1.99 -0.76 -0.81 -0.532
C -3.53 -3.06 0.24 2.309
C -4.11 -1.97 1.16 -1.681
C -3.98 -4.42 0.76 -2.252
C -4.10 -2.90 -1.18 -1.714
C 1.01 -4.94 1.65 1.903
C 0.17 -6.17 1.98 -2.078
C 1.62 -4.39 2.94 -1.598
C 2.14 -5.36 0.69 -1.617
C -0.11 2.25 0.29 0.940
O -1.18 1.93 -0.52 -0.361
C -0.06 3.44 1.01 -0.745
C 1.10 3.65 1.77 0.275
C -1.24 4.42 1.08 2.209
C -0.90 5.65 1.92 -2.243
C -2.43 3.70 1.74 -1.694
C -1.64 4.92 -0.32 -1.727
H 4.32 4.59 3.86 0.429
H 2.57 4.54 4.03 0.395
H 3.31 5.22 2.57 0.450
H 4.37 2.15 4.41 0.450
H 3.55 0.97 3.39 0.342
H 2.61 2.04 4.44 0.376
H 5.55 3.17 2.38 0.469
H 4.62 3.63 0.96 0.364
H 4.81 1.93 1.40 0.311
H 2.90 0.86 1.12 0.517
H 1.88 -2.55 0.64 0.525
H -1.69 -4.81 1.20 0.718
H -3.70 -2.05 2.16 0.370
H -5.20 -2.10 1.23 0.470
H -3.91 -0.97 0.78 0.297
H -3.75 -4.56 1.81 0.416
H -3.54 -5.25 0.19 0.471
H -5.07 -4.50 0.65 0.439
H -3.85 -1.94 -1.63 0.279
H -5.19 -2.96 -1.14 0.595
H -3.77 -3.71 -1.83 0.302
H -0.59 -5.95 2.73 0.393
H 0.82 -6.94 2.39 0.434
H -0.31 -6.58 1.09 0.447
H 0.84 -4.09 3.65 0.370
H 2.26 -3.52 2.76 0.343
H 2.23 -5.16 3.42 0.453
H 1.73 -5.70 -0.27 0.365
H 2.70 -6.18 1.12 0.471
H 2.84 -4.55 0.49 0.313
H 1.17 4.56 2.34 0.763
H -0.74 5.39 2.97 0.423
H -1.74 6.34 1.88 0.448
H -0.02 6.18 1.55 0.457
H -2.15 3.31 2.72 0.372
H -2.78 2.87 1.13 0.294
H -3.25 4.40 1.87 0.472
H -0.83 5.50 -0.77 0.314
H -2.50 5.59 -0.22 0.581
H -1.93 4.11 -0.98 0.310
Br 0.41 -3.50 -6.97 -0.056
C -0.16 -2.36 -5.62 -0.328
C -1.08 -2.78 -4.68 -0.678
C -1.47 -1.91 -3.69 -0.160
N -0.98 -0.65 -3.60 0.100
C -0.08 -0.24 -4.53 0.726
C 0.35 -1.07 -5.54 -0.485
C 0.38 1.16 -4.37 0.712
C 1.27 1.77 -5.22 -0.494
C 1.63 3.09 -4.99 -0.345
Br 2.83 3.95 -6.12 -0.055
C 1.08 3.76 -3.90 -0.693
C 0.20 3.09 -3.08 -0.214
N -0.16 1.81 -3.30 0.141
H -1.51 -3.78 -4.71 0.509
H -2.18 -2.20 -2.93 0.266
H 1.07 -0.73 -6.28 0.517
H 1.68 1.25 -6.07 0.524
H 1.33 4.79 -3.69 0.508
H -0.25 3.58 -2.23 0.294
```

ORCA calculation (the ωB97M-V functional and the def2-TZVPD basis) on a 4-piece molecular cluster, C14H32N4O8P2 overall.

Output
lowest unoccupied orbital energy	-0.5	eV
largest force on an atom	3.748	eV/A
electronic energy	-55952.27269	eV
SMILES string	CC(C)=N[C@@](OC=O)([PH2]=O)P(O)O.CN(C)C=O.CN(C)C=O.CN(C)C=O
frontier orbital gap	7.3307	eV
charge	0

```
60
Properties=species:S:1:pos:R:3:mulliken_charge:R:1
C -3.36 4.77 -1.39 -1.259
C -2.54 3.55 -0.98 0.494
C -1.20 3.92 -0.37 -1.015
N -3.00 2.35 -1.07 -0.348
C -2.62 1.50 -2.16 0.664
O -3.27 0.17 -1.92 -0.425
C -3.73 0.08 -0.62 0.304
O -4.86 0.02 -0.38 -0.405
P -3.22 1.98 -3.87 0.385
O -2.12 1.99 -4.87 -0.630
P -0.75 1.14 -2.29 0.142
O -0.36 0.50 -0.80 -0.457
O -0.50 -0.07 -3.39 -0.435
H -3.94 5.03 -0.48 0.328
H -2.74 5.64 -1.60 0.361
H -4.11 4.54 -2.15 0.379
H -1.10 3.47 0.63 0.312
H -1.14 5.00 -0.20 0.409
H -0.35 3.66 -1.03 0.177
H -3.01 0.00 0.21 0.254
H -3.90 3.22 -3.90 0.005
H -4.14 0.98 -4.29 0.066
H -0.96 0.82 -0.12 0.290
H 0.45 -0.05 -3.54 0.375
C 0.66 -1.77 2.13 -0.015
O 1.25 -1.79 3.20 -0.602
N 0.06 -2.83 1.56 0.214
C -0.63 -2.73 0.29 -0.658
C 0.11 -4.11 2.24 -1.133
H 0.56 -0.84 1.54 0.323
H -1.68 -3.01 0.43 0.331
H -0.16 -3.40 -0.43 0.349
H -0.59 -1.71 -0.09 0.065
H -0.35 -4.02 3.22 0.303
H 1.15 -4.41 2.37 0.457
H -0.41 -4.87 1.66 0.401
C 2.07 4.63 -2.37 0.173
O 1.49 4.33 -1.34 -0.668
N 2.33 5.89 -2.77 0.118
C 3.02 6.17 -4.02 -0.940
C 1.90 6.99 -1.93 -0.866
H 2.44 3.87 -3.07 0.272
H 3.94 6.73 -3.80 0.343
H 2.38 6.77 -4.66 0.350
H 3.28 5.25 -4.53 0.289
H 2.37 6.91 -0.95 0.294
H 0.82 6.96 -1.81 0.219
H 2.18 7.94 -2.39 0.379
C 2.01 -6.47 3.75 0.436
O 2.74 -6.05 2.87 -0.618
N 2.31 -7.48 4.59 0.076
C 1.38 -7.93 5.61 -0.887
C 3.59 -8.14 4.46 -0.954
H 1.01 -6.03 3.93 0.041
H 1.85 -7.82 6.59 0.321
H 1.14 -8.98 5.45 0.319
H 0.47 -7.34 5.59 0.322
H 4.39 -7.42 4.60 0.295
H 3.68 -8.57 3.46 0.294
H 3.68 -8.93 5.20 0.384
```